This record from OMol25 describes a cluster of 12 separate species, C42H86O20 in total. The level of theory is ωB97M-V/def2-TZVPD.

The structure (SMILES) is CCOC(=O)OC.CCOC(=O)OC.CCOC(=O)OC.COCCOCCOC.CC(C)=O.CC(C)=O.CC(C)=O.CC(C)=O.CC(C)=O.CC(C)=O.CC(C)=O.CC(C)=O. For the energy, the calculation gives -85895.54729 eV. As for the HOMO energy: -0.342 hartree. The HOMO-LUMO gap comes out at 9.4 eV. The largest force on an atom comes out at 2.56 eV/A. Its total charge is 0.

Bonds (Å) are listed after each position.
Atoms and positions in Å:
1 C -5.1548 -10.0165 -21.3318  C2 1.501, H8 1.076, H9 1.093, H10 1.096
2 C -4.0824 -10.7280 -22.1041  C1 1.501, O3 1.400, H11 1.092, H12 1.097
3 O -3.5732 -11.7898 -21.3466  C2 1.400, C4 1.360
4 C -2.3899 -12.2354 -21.8483  O3 1.360, O5 1.203, O6 1.314
5 O -1.7324 -11.8103 -22.7613  C4 1.203
6 O -2.0250 -13.3143 -21.1932  C4 1.314, C7 1.406
7 C -2.7900 -13.8613 -20.1480  O6 1.406, H13 1.039, H14 1.084, H15 1.115
8 H -5.5980 -9.2568 -21.9520  C1 1.076
9 H -4.7106 -9.5308 -20.4587  C1 1.093
10 H -5.9040 -10.7185 -20.9475  C1 1.096
11 H -3.2282 -10.1044 -22.3762  C2 1.092
12 H -4.5386 -11.2133 -22.9756  C2 1.097
13 H -2.2080 -14.6849 -19.8967  C7 1.039
14 H -3.8040 -14.1785 -20.3646  C7 1.084
15 H -2.7220 -13.0802 -19.3551  C7 1.115
16 C -2.5231 -18.0615 -21.4943  C17 1.543, H23 1.084, H24 1.095, H25 1.065
17 C -3.3550 -16.8506 -21.9663  C16 1.543, O18 1.463, H26 1.082, H27 1.084
18 O -4.6995 -17.2673 -22.3648  C17 1.463, C19 1.343
19 C -4.8188 -17.5019 -23.6816  O18 1.343, O20 1.211, O21 1.384
20 O -3.9900 -17.4184 -24.5612  C19 1.211
21 O -6.0969 -17.9938 -23.8807  C19 1.384, C22 1.438
22 C -6.3224 -18.5933 -25.1678  O21 1.438, H28 1.037, H29 1.056, H30 1.077
23 H -1.4861 -17.7503 -21.4370  C16 1.084
24 H -2.5463 -18.8900 -22.2102  C16 1.095
25 H -2.8208 -18.3849 -20.5240  C16 1.065
26 H -3.0016 -16.3913 -22.8796  C17 1.082
27 H -3.4848 -16.0590 -21.2376  C17 1.084
28 H -7.3485 -18.5381 -25.3059  C22 1.037
29 H -5.9626 -19.5827 -25.0883  C22 1.056
30 H -5.8095 -18.0128 -25.9166  C22 1.077
31 C -8.5353 -12.4979 -21.9431  C32 1.550, H38 1.067, H39 1.082, H40 1.063
32 C -7.6330 -13.5075 -21.1877  C31 1.550, O33 1.406, H41 1.118, H42 1.083
33 O -8.3353 -14.6331 -20.7234  C32 1.406, C34 1.315
34 C -7.5316 -15.5566 -20.2432  O33 1.315, O35 1.209, O36 1.347
35 O -6.3284 -15.4491 -20.1978  C34 1.209
36 O -8.2206 -16.6286 -19.8065  C34 1.347, C37 1.447
37 C -7.4149 -17.8302 -19.7628  O36 1.447, H43 1.123, H44 1.078, H45 1.096
38 H -7.8770 -11.7082 -22.2297  C31 1.067
39 H -9.2759 -12.0997 -21.2626  C31 1.082
40 H -8.9905 -12.9028 -22.8145  C31 1.063
41 H -7.1720 -12.9895 -20.3105  C32 1.118
42 H -6.7782 -13.8231 -21.7730  C32 1.083
43 H -6.7756 -18.0070 -20.6691  C37 1.123
44 H -8.0224 -18.7158 -19.6685  C37 1.078
45 H -6.7129 -17.8069 -18.9212  C37 1.096
46 C -1.8708 -11.1111 -16.1115  C47 1.539, H50 1.053, H51 1.104, H52 1.129
47 C -1.6099 -12.6136 -15.9055  C46 1.539, O48 1.220, C49 1.521
48 O -2.4766 -13.3910 -15.5424  C47 1.220
49 C -0.1987 -13.0780 -16.2316  C47 1.521, H53 1.075, H54 1.079, H55 1.081
50 H -2.9041 -10.9696 -16.2556  C46 1.053
51 H -1.2385 -10.7798 -16.9535  C46 1.104
52 H -1.4769 -10.5462 -15.2164  C46 1.129
53 H 0.1193 -12.6844 -17.1795  C49 1.075
54 H -0.2370 -14.1561 -16.2079  C49 1.079
55 H 0.4677 -12.6525 -15.4949  C49 1.081
56 C -8.3132 -19.2212 -16.0867  C57 1.537, H60 1.082, H61 1.141, H62 1.067
57 C -9.2346 -19.8471 -17.1455  C56 1.537, O58 1.217, C59 1.531
58 O -8.7724 -20.5071 -18.0578  C57 1.217
59 C -10.7351 -19.5726 -17.0134  C57 1.531, H63 1.062, H64 1.065, H65 1.103
60 H -8.4091 -19.7828 -15.1669  C56 1.082
61 H -8.5874 -18.1354 -15.8668  C56 1.141
62 H -7.2948 -19.3194 -16.3908  C56 1.067
63 H -10.8839 -18.5434 -16.8001  C59 1.062
64 H -11.2469 -20.1422 -16.2733  C59 1.065
65 H -11.2898 -19.8232 -17.9333  C59 1.103
66 C -2.0966 -22.1712 -19.1955  C67 1.561, H70 1.092, H71 1.059, H72 1.122
67 C -2.2820 -20.7405 -18.5995  C66 1.561, O68 1.212, C69 1.520
68 O -1.7244 -19.7958 -19.1150  C67 1.212
69 C -3.0589 -20.6361 -17.2970  C67 1.520, H73 1.099, H74 1.073, H75 1.089
70 H -1.6338 -22.7904 -18.4235  C66 1.092
71 H -1.6039 -22.1819 -20.1331  C66 1.059
72 H -3.0334 -22.7804 -19.2933  C66 1.122
73 H -4.1372 -20.6341 -17.5086  C69 1.099
74 H -2.7834 -19.6864 -16.8794  C69 1.073
75 H -2.7921 -21.4713 -16.6512  C69 1.089
76 C -2.7599 -18.9341 -13.0675  C77 1.543, H80 1.141, H81 1.095, H82 1.097
77 C -3.6319 -20.0948 -13.5916  C76 1.543, O78 1.188, C79 1.454
78 O -3.1476 -21.1586 -13.8063  C77 1.188
79 C -5.0397 -19.8069 -13.8143  C77 1.454, H83 1.069, H84 1.094, H85 1.096
80 H -3.0097 -18.7320 -11.9724  C76 1.141
81 H -2.9534 -17.9673 -13.5431  C76 1.095
82 H -1.6763 -19.0987 -13.1146  C76 1.097
83 H -5.4850 -19.3134 -12.9777  C79 1.069
84 H -5.6573 -20.7066 -13.8980  C79 1.094
85 H -5.1068 -19.1715 -14.7043  C79 1.096
86 C -7.3726 -10.8121 -18.2781  C87 1.494, H90 1.104, H91 1.078, H92 1.084
87 C -6.4741 -11.5452 -17.3357  C86 1.494, O88 1.226, C89 1.493
88 O -6.5828 -11.4091 -16.1225  C87 1.226
89 C -5.2576 -12.2560 -17.8307  C87 1.493, H93 1.086, H94 1.090, H95 1.103
90 H -8.2283 -10.4611 -17.6757  C86 1.104
91 H -7.8080 -11.3697 -19.0909  C86 1.078
92 H -6.8020 -9.9763 -18.6654  C86 1.084
93 H -4.5315 -12.6236 -17.1113  C89 1.086
94 H -4.7237 -11.5330 -18.4482  C89 1.090
95 H -5.6040 -12.9781 -18.5893  C89 1.103
96 C -4.8596 -12.4009 -13.2258  C97 1.510, H100 1.103, H101 1.100, H102 1.109
97 C -4.7758 -13.8013 -12.6681  C96 1.510, O98 1.226, C99 1.569
98 O -5.6995 -14.5906 -12.5060  C97 1.226
99 C -3.3411 -14.1292 -12.1252  C97 1.569, H103 1.063, H104 1.141, H105 1.081
100 H -5.8842 -12.1062 -13.5102  C96 1.103
101 H -4.1845 -12.3029 -14.0891  C96 1.100
102 H -4.4989 -11.7059 -12.4406  C96 1.109
103 H -3.2184 -15.1572 -11.8827  C99 1.063
104 H -3.2204 -13.4973 -11.1834  C99 1.141
105 H -2.5610 -13.8955 -12.8359  C99 1.081
106 C -3.8786 -15.8005 -17.7523  C107 1.524, H110 1.083, H111 1.104, H112 1.070
107 C -4.5441 -16.6114 -16.6468  C106 1.524, O108 1.209, C109 1.494
108 O -4.8097 -17.7895 -16.7047  C107 1.209
109 C -4.7518 -15.7979 -15.4110  C107 1.494, H113 1.088, H114 1.095, H115 1.082
110 H -3.0936 -15.1368 -17.4102  C106 1.083
111 H -4.7341 -15.2746 -18.2098  C106 1.104
112 H -3.5028 -16.5215 -18.4483  C106 1.070
113 H -5.0263 -14.7712 -15.6449  C109 1.088
114 H -3.7953 -15.8366 -14.8784  C109 1.095
115 H -5.5221 -16.2087 -14.7709  C109 1.082
116 C -9.4895 -13.4395 -17.3559  C117 1.544, H120 1.058, H121 1.073, H122 1.092
117 C -9.2394 -14.6725 -16.4601  C116 1.544, O118 1.208, C119 1.483
118 O -9.8172 -15.7050 -16.7028  C117 1.208
119 C -8.3840 -14.4860 -15.2633  C117 1.483, H123 1.098, H124 1.105, H125 1.106
120 H -10.5375 -13.3369 -17.4542  C116 1.058
121 H -9.1177 -13.6168 -18.3466  C116 1.073
122 H -9.1185 -12.5490 -16.8452  C116 1.092
123 H -8.1527 -15.4801 -14.8583  C119 1.098
124 H -8.8816 -13.9852 -14.4137  C119 1.105
125 H -7.4668 -13.9053 -15.4766  C119 1.106
126 C -0.7714 -17.0287 -17.3055  O127 1.406, H135 1.090, H136 1.108, H137 1.066
127 O -0.3920 -17.8886 -16.2597  C126 1.406, C128 1.386
128 C 0.7348 -18.6620 -16.4908  O127 1.386, C129 1.540, H138 1.107, H139 1.111
129 C 1.9802 -18.0036 -15.8683  C128 1.540, O130 1.449, H140 1.147, H141 1.132
130 O 2.3914 -16.9825 -16.8099  C129 1.449, C131 1.399
131 C 3.5104 -16.2530 -16.3942  O130 1.399, C132 1.531, H142 1.087, H143 1.094
132 C 3.4783 -14.9413 -17.1836  C131 1.531, O133 1.359, H144 1.063, H145 1.079
133 O 4.3039 -14.0150 -16.6286  C132 1.359, C134 1.426
134 C 4.1319 -12.6878 -17.1200  O133 1.426, H146 1.116, H147 1.110, H148 1.112
135 H -1.3791 -17.6383 -17.9749  C126 1.090
136 H 0.0820 -16.5089 -17.7853  C126 1.108
137 H -1.3855 -16.3105 -16.8128  C126 1.066
138 H 0.8629 -18.9183 -17.5602  C128 1.107
139 H 0.5063 -19.5670 -15.8874  C128 1.111
140 H 2.8073 -18.7761 -15.6809  C129 1.147
141 H 1.6695 -17.5976 -14.8586  C129 1.132
142 H 4.4426 -16.7922 -16.5430  C131 1.087
143 H 3.4760 -15.9525 -15.3424  C131 1.094
144 H 2.4410 -14.7113 -17.1908  C132 1.063
145 H 3.7370 -15.1234 -18.2153  C132 1.079
146 H 4.4392 -12.6335 -18.1917  C134 1.116
147 H 4.7584 -12.0117 -16.5016  C134 1.110
148 H 3.0781 -12.3466 -17.0237  C134 1.112